1.
DFT (ωB97M-V/def2-TZVPD) results for a structure of composition C3H3BrClI in a non-equilibrium geometry.

Each line ends with the natural charge from an NBO analysis.
Positions of all 9 atoms, in Å:
1 C 1.890 0.433 1.522  -0.119
2 C 4.992 1.270 -0.340  -0.512
3 C 0.476 0.869 1.823  -0.748
4 Cl 2.011 -1.245 0.838  -0.032
5 Br 5.278 -0.537 0.086  0.022
6 I 2.941 1.748 0.169  0.650
7 H -0.162 0.705 0.932  0.247
8 H 0.639 1.849 2.344  0.248
9 H 0.066 0.097 2.389  0.244

The value obtained for the molar mass is 281.3 g mol⁻¹. As for the LUMO energy (alpha / beta): -0.06022 / -0.00836 hartree. As for the calculated total energy: -93817.980 eV. For the max |F|, the calculation gives 2.30 eV/A. The calculation puts the relative energy (zero: lowest compared OMol25 entry of this formula, charge and spin) at 138.7 kcal/mol.

2.
DFT (ωB97M-V/def2-TZVPD) results for a structure of composition C12H21Br9O3 in a non-equilibrium geometry.

Each line ends with the natural charge from an NBO analysis.
Positions of all 45 atoms, in Å:
1 C -2.976 3.342 -1.571  -0.723
2 C -4.308 2.681 -1.871  0.598
3 O -4.959 2.171 -0.992  -0.547
4 C -4.644 2.504 -3.323  -0.720
5 H -2.854 3.403 -0.496  0.233
6 H -3.026 4.375 -1.939  0.225
7 H -2.157 2.807 -2.047  0.232
8 H -4.334 3.397 -3.876  0.218
9 H -5.695 2.319 -3.518  0.238
10 H -4.028 1.690 -3.713  0.239
11 C 6.718 0.091 0.751  -0.721
12 C 5.767 1.256 0.619  0.594
13 O 6.182 2.383 0.493  -0.542
14 C 4.298 0.981 0.873  -0.729
15 H 6.292 -0.795 0.278  0.223
16 H 6.912 -0.073 1.811  0.237
17 H 7.662 0.344 0.272  0.235
18 H 3.809 1.718 1.505  0.240
19 H 4.179 0.025 1.385  0.220
20 H 3.813 0.939 -0.107  0.235
21 C -5.245 0.317 2.376  -0.720
22 C -4.621 -1.035 2.665  0.599
23 O -5.292 -2.040 2.677  -0.548
24 C -3.172 -1.053 3.112  -0.721
25 H -6.231 0.166 1.950  0.240
26 H -4.615 0.934 1.735  0.231
27 H -5.336 0.839 3.334  0.229
28 H -2.562 -0.301 2.621  0.217
29 H -2.772 -2.056 2.981  0.235
30 H -3.223 -0.847 4.186  0.235
31 C -0.181 0.393 -0.886  -0.508
32 Br -1.051 -0.008 -2.554  0.091
33 Br -1.461 0.998 0.422  0.093
34 Br 1.237 1.658 -1.092  0.110
35 H 0.215 -0.542 -0.520  0.226
36 C 2.222 -3.015 -3.393  -0.497
37 Br 3.716 -4.211 -3.222  0.094
38 Br 2.427 -1.585 -2.104  0.066
39 Br 0.560 -3.920 -3.163  0.109
40 H 2.244 -2.562 -4.372  0.228
41 C 3.227 -3.609 1.827  -0.496
42 Br 4.950 -2.855 2.306  0.072
43 Br 3.464 -4.891 0.427  0.112
44 Br 1.977 -2.212 1.444  0.091
45 H 2.878 -4.122 2.709  0.227

The value obtained for the molar mass is 932.4 g mol⁻¹. As for the LUMO energy: -0.01565 hartree. As for the calculated total energy: -649308.023 eV. For the max |F|, the calculation gives 1.44 eV/A. The calculation puts the relative energy (zero: lowest compared OMol25 entry of this formula, charge and spin) at 1.0 kcal/mol.

3.
DFT (ωB97M-V/def2-TZVPD) results for the molecule C5H7F2N3O in a non-equilibrium geometry.

Each line ends with the natural charge from an NBO analysis.
Positions of all 18 atoms, in Å:
1 C 0.974 -1.051 1.493  -0.397
2 N 1.198 -0.157 0.349  -0.317
3 C 2.172 -0.462 -0.511  0.955
4 O 2.685 0.269 -1.291  -0.548
5 F 2.686 -1.773 -0.332  -0.364
6 N 0.679 1.042 0.424  0.111
7 F 1.715 2.028 0.660  -0.282
8 C -0.157 1.482 -0.725  -0.325
9 C -1.381 0.732 -0.694  -0.117
10 C -2.225 -0.100 -0.656  0.191
11 N -3.427 -0.626 -0.452  -0.835
12 H 0.188 -1.851 1.231  0.206
13 H 1.974 -1.390 1.656  0.218
14 H 0.626 -0.605 2.368  0.225
15 H 0.531 1.621 -1.695  0.236
16 H -0.426 2.585 -0.494  0.251
17 H -4.379 -0.161 -0.815  0.410
18 H -3.430 -1.584 -0.516  0.382

As for the SMILES: CN(C(=O)F)N(F)CC#CN. The value obtained for the molar mass is 163.1 g mol⁻¹. As for the LUMO energy: 0.01653 hartree. As for the calculated total energy: -17245.742 eV. For the max |F|, the calculation gives 4.17 eV/A. The calculation puts the relative energy (zero: lowest compared OMol25 entry of this formula, charge and spin) at 83.1 kcal/mol.

4.
DFT (ωB97M-V/def2-TZVPD) results for a cluster of 9 separate species, C59H65I2N3 in total in a non-equilibrium geometry.

Each line ends with the Löwdin charge.
Positions of all 129 atoms, in Å:
1 C 2.048 -1.186 -2.209  -0.136
2 C 0.745 -1.498 -1.367  -0.710
3 I -0.470 -3.104 -2.204  0.835
4 C -0.054 -0.230 -0.974  -0.204
5 C -1.001 0.390 -2.047  -0.353
6 C -0.566 0.208 -3.476  -0.208
7 N -0.266 -0.060 -4.524  0.213
8 C -2.477 -0.195 -1.915  -0.226
9 N -3.495 0.842 -1.711  0.018
10 C -0.993 1.953 -1.798  -0.218
11 C -1.220 2.291 -0.356  -0.217
12 N -1.495 2.635 0.680  0.199
13 C 0.386 2.511 -2.331  -0.148
14 C 0.816 3.836 -1.607  -0.291
15 C 1.814 3.576 -0.432  -0.624
16 I 1.534 4.968 1.218  0.772
17 H 2.765 -2.022 -2.125  0.076
18 H 1.815 -1.008 -3.271  0.036
19 H 2.514 -0.301 -1.734  0.079
20 H 1.135 -1.920 -0.421  0.068
21 H -0.697 -0.511 -0.115  0.100
22 H 0.681 0.487 -0.557  0.110
23 H -2.708 -0.685 -2.881  0.107
24 H -2.513 -1.016 -1.173  0.083
25 H -3.725 0.865 -0.720  0.080
26 H -4.344 0.624 -2.220  0.079
27 H -1.750 2.459 -2.419  0.152
28 H 1.215 1.796 -2.191  0.104
29 H 0.254 2.782 -3.394  0.102
30 H 1.394 4.407 -2.360  0.105
31 H -0.049 4.456 -1.322  0.088
32 H 2.833 3.763 -0.801  0.039
33 H 1.714 2.556 -0.031  0.029
34 C 4.972 -3.113 -5.571  -0.100
35 C 3.836 -2.318 -5.490  -0.096
36 C 3.955 -0.935 -5.483  -0.102
37 C 5.212 -0.347 -5.551  -0.095
38 C 6.348 -1.142 -5.623  -0.098
39 C 6.229 -2.525 -5.635  -0.096
40 H 4.877 -4.193 -5.583  0.095
41 H 2.856 -2.777 -5.434  0.103
42 H 3.068 -0.314 -5.424  0.093
43 H 5.306 0.732 -5.549  0.099
44 H 7.328 -0.683 -5.671  0.100
45 H 7.115 -3.146 -5.693  0.100
46 C -0.501 -3.761 3.002  -0.092
47 C 0.023 -3.732 4.287  -0.102
48 C 0.283 -2.516 4.906  -0.114
49 C 0.022 -1.327 4.238  -0.096
50 C -0.494 -1.354 2.949  -0.092
51 C -0.757 -2.571 2.331  -0.099
52 H -0.709 -4.709 2.522  0.103
53 H 0.229 -4.659 4.809  0.107
54 H 0.688 -2.495 5.910  0.107
55 H 0.222 -0.378 4.721  0.105
56 H -0.693 -0.425 2.426  0.093
57 H -1.163 -2.593 1.325  0.081
58 C -2.836 -2.780 6.168  -0.084
59 C -2.525 -1.847 7.148  -0.090
60 C -3.216 -1.847 8.353  -0.114
61 C -4.221 -2.780 8.577  -0.107
62 C -4.539 -3.707 7.593  -0.097
63 C -3.845 -3.709 6.389  -0.086
64 H -2.294 -2.783 5.232  0.077
65 H -1.742 -1.118 6.972  0.098
66 H -2.971 -1.121 9.119  0.102
67 H -4.758 -2.782 9.518  0.102
68 H -5.327 -4.431 7.765  0.100
69 H -4.090 -4.434 5.623  0.101
70 C -0.687 8.319 6.215  -0.099
71 C 0.574 8.876 6.042  -0.100
72 C 1.381 8.455 4.993  -0.096
73 C 0.929 7.475 4.120  -0.113
74 C -0.328 6.911 4.298  -0.100
75 C -1.136 7.334 5.345  -0.095
76 H -1.319 8.651 7.030  0.099
77 H 0.927 9.639 6.725  0.099
78 H 2.363 8.892 4.856  0.100
79 H 1.558 7.149 3.300  0.034
80 H -0.678 6.142 3.619  0.084
81 H -2.118 6.897 5.483  0.100
82 C 0.433 4.759 -6.961  -0.097
83 C -0.650 4.805 -7.828  -0.097
84 C -1.465 3.690 -7.981  -0.107
85 C -1.194 2.528 -7.270  -0.090
86 C -0.106 2.478 -6.409  -0.102
87 C 0.707 3.594 -6.254  -0.102
88 H 1.065 5.630 -6.837  0.100
89 H -0.861 5.710 -8.385  0.101
90 H -2.313 3.727 -8.655  0.097
91 H -1.831 1.659 -7.387  0.101
92 H 0.107 1.568 -5.858  0.044
93 H 1.556 3.557 -5.580  0.096
94 C 0.998 -2.742 11.342  -0.098
95 C -0.098 -2.745 10.489  -0.095
96 C -0.913 -3.867 10.408  -0.088
97 C -0.628 -4.988 11.177  -0.094
98 C 0.473 -4.989 12.023  -0.100
99 C 1.286 -3.866 12.107  -0.101
100 H 1.630 -1.865 11.410  0.099
101 H -0.319 -1.872 9.887  0.093
102 H -1.769 -3.867 9.745  0.085
103 H -1.265 -5.863 11.115  0.100
104 H 0.699 -5.866 12.618  0.099
105 H 2.144 -3.865 12.768  0.099
106 C -6.498 2.779 -7.212  -0.097
107 C -7.626 3.581 -7.097  -0.099
108 C -7.493 4.961 -7.027  -0.098
109 C -6.231 5.540 -7.067  -0.095
110 C -5.102 4.738 -7.173  -0.094
111 C -5.236 3.357 -7.247  -0.095
112 H -6.603 1.702 -7.274  0.099
113 H -8.611 3.129 -7.063  0.099
114 H -8.373 5.587 -6.940  0.100
115 H -6.127 6.617 -7.015  0.100
116 H -4.117 5.189 -7.199  0.093
117 H -4.356 2.731 -7.332  0.084
118 C 5.336 -8.968 -3.215  -0.098
119 C 4.201 -8.171 -3.136  -0.097
120 C 4.322 -6.788 -3.130  -0.096
121 C 5.579 -6.201 -3.199  -0.103
122 C 6.715 -6.997 -3.269  -0.096
123 C 6.594 -8.380 -3.278  -0.098
124 H 5.242 -10.047 -3.226  0.100
125 H 3.221 -8.630 -3.080  0.100
126 H 3.436 -6.167 -3.072  0.099
127 H 5.673 -5.121 -3.197  0.092
128 H 7.695 -6.539 -3.317  0.100
129 H 7.479 -9.002 -3.335  0.100

As for the SMILES: C[C@H](I)C[C@@](C#N)(CN)[C@@H](C#N)CCCI.c1ccccc1.c1ccccc1.c1ccccc1.c1ccccc1.c1ccccc1.c1ccccc1.c1ccccc1.c1ccccc1. The value obtained for the molar mass is 1070.0 g mol⁻¹. As for the LUMO energy: 0.00404 hartree. As for the calculated total energy: -82907.645 eV. For the max |F|, the calculation gives 4.56 eV/A. The calculation puts the relative energy (zero: lowest compared OMol25 entry of this formula, charge and spin) at 19.6 kcal/mol.

Q: What is the formula in the third record?
A: C5H7F2N3O